1.
The following is a DFT calculation (wB97M-V/def2-TZVPD) of a 7-piece molecular cluster, C20H56N5O11 overall at a distorted geometry.

Calculated values
gap between HOMO and LUMO (alpha / beta) = 0.3185 / 0.1241 Eh
2S+1 = 2
<S²> = 0.7562

Atoms and positions in Å:
O  1.91041  -1.87506  -3.19008
H  -6.35407  -2.84347  1.25511
H  0.42804  -2.08744  -1.74576
H  -5.96069  -4.14221  2.49112
H  -4.27368  -1.04346  -2.33145
C  -1.64691  -1.94097  2.18793
O  -4.55758  -2.73148  1.98858
H  -2.13695  0.45259  1.83344
H  2.14337  -1.57954  0.09397
N  0.90145  0.78197  -1.22185
H  5.93244  0.47846  7.63531
H  4.99573  1.15012  4.15447
C  1.70150  3.45048  -4.23520
H  -2.48841  -2.01316  0.31791
H  -1.46337  -3.00553  2.04258
N  -2.28946  0.04311  0.92286
H  4.23006  0.30758  8.04192
C  -2.65464  -1.34610  1.16378
C  3.78881  -0.36274  5.21939
H  1.43458  -0.44661  3.24634
C  2.48263  -0.36911  2.95705
H  3.32626  -2.72984  0.39952
O  4.62637  0.47173  5.99971
H  3.29109  2.36346  0.51702
C  2.58015  2.92875  1.11961
C  1.05050  -1.48154  -4.24198
H  5.18749  0.21708  2.97108
C  -5.84072  -3.10428  2.18061
H  -2.11351  -1.93574  3.17300
N  2.84280  -2.18992  -0.30394
H  -4.76082  -0.95785  0.83404
H  -6.22539  -2.40559  2.92354
H  0.54159  -2.34355  -4.67330
H  -6.15099  -1.42196  -0.98269
H  0.70804  -3.57097  -2.57948
O  1.48825  2.00945  -4.32239
H  0.24134  5.20541  -4.27671
C  3.30564  0.43451  3.97722
H  2.20385  3.72080  -3.30640
N  -3.07198  1.39173  -1.71738
C  -3.61558  0.97625  -3.00613
H  -4.30744  -0.85587  2.52976
H  -2.03861  -0.32919  -3.60030
H  -4.96735  -0.50067  -3.82175
H  2.84249  -0.65475  5.67471
H  1.42454  4.69050  0.79586
H  -2.04920  1.47954  -4.31128
O  -5.72039  0.30770  -2.04220
H  2.42910  0.12552  1.98722
H  1.57080  1.64590  -3.43774
H  3.54303  2.47578  2.77971
H  -4.13090  1.85695  -3.38941
H  2.95660  -3.75352  -1.73657
H  4.26397  -1.30847  4.95882
H  2.70840  1.26174  4.36077
C  1.21983  -2.69139  -2.18895
H  -1.36887  0.07264  0.50844
C  -2.53160  0.54443  -4.02673
O  2.04255  0.85261  -1.66823
C  2.23069  -3.20490  -1.13643
H  -2.09198  1.42049  -1.96002
N  4.51589  0.89433  3.30333
H  -7.48680  -0.21556  -1.16774
H  0.73692  -3.71623  0.22793
H  0.34263  -0.80819  -3.75864
H  2.39619  -4.47866  0.55824
H  2.43756  3.68999  -5.00264
O  -0.53675  3.66053  -3.33767
H  -3.02096  0.12379  -4.90519
C  0.30897  4.12414  -4.39659
H  -3.10666  0.62479  -1.06110
H  2.73871  -1.42811  2.92483
H  5.13440  -1.00910  7.23794
H  3.39524  5.30289  0.90092
H  1.34263  -5.04287  -0.77607
C  1.63662  -4.18778  -0.16739
C  2.17397  4.10745  0.26058
H  1.55238  -0.94889  -5.04976
C  4.98289  0.06903  7.29062
H  -0.42499  2.70976  -3.26590
O  3.18576  5.03511  0.00313
O  0.68945  0.06553  -0.22820
O  3.19798  3.27622  2.37742
H  -7.14345  -1.22072  -2.47462
H  1.70584  2.31115  1.32518
O  -0.04732  1.30276  -1.73233
H  1.70376  3.72124  -0.64377
C  -6.64495  -0.71405  -1.64825
H  -0.67818  -1.46175  2.04642
C  -4.15149  -1.42040  1.61048
C  -4.67731  -0.16080  -2.82753
H  -0.02235  3.90362  -5.41133

Atomic forces in eV per Å
0.1 -1.6 0.8
-0.9 -0.6 -0.2
-0.1 0.2 0.3
0.3 0.1 -0.2
0.7 -0.2 0.1
-1.0 -0.9 -0.1
4.4 -1.0 -1.0
-0.2 0.4 0.2
0.0 0.3 0.2
0.8 -1.2 0.3
0.0 0.4 -0.5
1.0 1.2 -0.1
-0.3 -0.3 -0.2
-0.5 0.6 -0.8
-0.1 -0.2 -0.3
-0.5 -0.2 -0.2
-0.2 0.0 -0.1
0.4 -1.3 1.1
-1.7 -0.1 -0.1
-0.2 0.3 0.3
-1.2 -0.2 1.1
0.3 0.7 0.4
-0.3 0.9 -0.8
0.2 -0.4 0.0
1.0 -0.4 0.4
-0.5 0.1 0.7
-0.7 -0.9 -0.5
-1.6 2.0 -0.3
0.6 0.6 0.4
0.5 0.1 -1.0
-0.2 -0.2 -0.2
-0.8 -0.3 0.6
-0.2 -0.1 0.0
-0.1 -0.2 0.0
0.2 -0.1 -0.6
0.0 1.0 0.0
0.7 0.0 -0.1
1.0 -2.2 -0.7
-0.3 -0.1 0.3
0.8 -0.5 -0.8
-1.4 -1.1 -0.1
0.3 0.8 0.0
1.0 0.5 0.0
-0.5 0.1 -0.3
0.0 0.0 1.0
-0.7 -0.3 0.1
1.0 -0.6 0.0
-1.4 -0.2 0.2
0.6 -0.2 0.0
0.2 0.0 0.0
0.6 -0.4 -0.2
-0.3 -0.1 -0.4
0.6 0.3 0.1
0.5 0.0 -0.3
0.3 0.4 -0.2
1.0 1.0 0.0
0.1 0.0 -0.3
-2.0 -0.1 0.5
-0.2 0.1 0.3
-0.2 0.5 -0.9
0.3 0.7 0.8
0.3 1.7 1.0
0.3 0.1 0.5
0.1 -0.3 0.7
-0.6 0.2 -0.6
-0.4 -0.1 0.2
-0.4 0.2 -0.3
0.0 0.2 -0.7
-0.1 0.3 -0.3
0.7 -0.3 0.9
-0.3 0.0 0.4
0.7 0.1 -0.5
0.0 -0.3 0.5
0.6 0.4 0.0
-0.2 -0.5 0.4
-0.9 -0.6 -1.3
-1.2 0.2 1.2
0.4 0.0 0.4
0.0 -1.3 0.1
0.0 -0.2 -0.2
0.7 -0.3 -0.3
0.3 -0.2 0.6
-1.1 1.2 -1.1
0.5 -0.3 -0.5
-0.3 -0.1 -0.2
-0.7 0.9 -0.8
0.3 0.1 -0.2
0.0 1.0 -0.2
-0.1 0.2 0.6
0.0 -0.3 0.7
1.2 0.7 -0.3
-0.5 -0.4 0.0

***

2.
The following is a DFT calculation (wB97M-V/def2-TZVPD) of C20H57B2Mn2O11 as an isolated structure at a distorted geometry.

Calculated values
energy above the lowest of the compared OMol25 structures with the same formula, charge and spin = 0.00 kJ/mol
gap between HOMO and LUMO (alpha / beta) = 0.2265 / 0.2320 Eh
total charge = -1
2S+1 = 11
<S²> = 30.0073

Atoms and positions in Å:
H  -3.95129  37.46060  -8.15446
H  -3.73530  37.41255  -1.52301
H  -2.89795  39.20731  -1.80905
C  1.98751  38.80186  -8.34032
H  3.56342  41.89819  -5.68821
H  0.76131  36.51109  0.12746
H  0.39741  38.80131  -3.23623
H  1.06601  40.73505  -8.17362
H  4.39862  35.09327  -4.21485
C  -5.09441  42.72750  -6.73725
H  -1.38081  42.36169  -3.87490
H  -1.63377  41.53123  -7.78067
C  -3.76720  39.11562  -9.54688
C  0.76700  35.67404  -2.58133
H  -5.92227  39.18406  -5.65548
C  -1.53372  39.73424  -9.84837
H  -0.09870  42.15408  -2.68861
H  -1.88054  43.31294  -6.90269
C  -4.51091  38.35059  -8.45837
H  0.32522  35.06873  -4.48187
H  -6.45726  37.98384  -6.86327
H  1.21276  36.18772  -7.59158
H  -1.02205  38.78439  -9.66389
H  1.15380  36.59588  -4.54239
H  -3.46264  38.40200  -10.31635
H  -5.20026  41.17577  -1.64795
C  -1.09583  41.80958  -2.97579
C  -1.60432  37.83683  -5.78499
H  1.98584  37.65708  -0.26879
H  -6.18659  42.52453  -6.88646
H  -4.48307  39.78689  -10.03576
H  -0.90558  37.91183  -6.64608
C  0.22605  39.85285  -3.01830
H  -0.23753  36.10661  -2.49245
C  2.57903  41.54612  -6.00969
H  -2.95824  36.43213  -6.79995
Mn  -3.20536  40.57510  -7.00808
O  -2.35713  38.99386  -5.73467
H  2.24608  36.38173  -9.03245
H  2.71509  39.07037  -9.12384
H  -0.94126  37.76875  -4.90359
H  -1.77321  39.82910  -10.91233
C  1.16063  35.62339  -4.03732
O  2.50687  37.80156  -7.50932
H  -1.67382  35.70085  -5.89902
H  1.04650  40.35292  -3.55273
H  -5.43968  37.99243  -8.92921
H  1.08357  38.49750  -8.88734
H  -4.55170  42.86472  -1.31799
Mn  -3.04705  39.79704  -3.86385
H  0.39503  37.83472  -1.01285
B  -1.33474  42.23103  -6.85072
C  -2.38725  36.53123  -5.87594
H  -4.24012  43.16034  -4.82174
O  2.79509  40.61983  -7.04845
O  2.35423  34.93398  -4.31412
C  1.15158  37.10402  -0.71141
H  -1.74440  41.32227  -0.98976
B  -3.45346  38.27625  -2.31041
C  -4.35532  41.78773  -1.35373
O  -4.41352  42.10622  -7.75173
O  -1.01497  40.41501  -3.31363
C  -2.06598  41.95755  -1.82956
H  -0.83445  40.53909  -9.62546
H  -2.69692  37.94379  -3.16745
H  2.89757  35.81348  -7.44447
O  1.70050  36.41092  -1.79777
H  -4.03150  41.50670  -0.34268
O  -3.32406  41.56251  -2.29144
O  -4.84761  39.18674  -7.37074
O  -2.69056  39.90091  -9.05575
H  0.46771  40.02896  -1.95812
C  3.50495  35.70662  -4.07706
H  -4.41416  38.66576  -2.91571
H  -5.73236  42.27749  -4.65390
H  -2.11226  42.99017  -1.45636
O  -4.04312  41.15515  -5.02916
C  -4.80539  42.30509  -5.25410
H  -0.12303  42.30802  -6.86052
H  3.56129  36.56685  -4.75676
C  2.20966  36.49290  -7.94626
H  -1.79371  41.69768  -5.87925
H  -5.00362  43.82807  -6.78988
H  -4.93455  37.75304  -5.89736
H  0.98661  39.62850  -6.72939
H  3.58899  36.07102  -3.04947
C  1.60893  40.03101  -7.54026
H  0.74603  34.65419  -2.17893
H  2.05044  42.43715  -6.35986
H  2.03932  41.11394  -5.16589
C  -5.59073  38.46681  -6.40455
H  -3.05423  36.45002  -5.01559

Atomic forces in eV per Å
0.1 0.2 0.3
0.0 -0.1 -0.1
0.1 0.4 0.7
-0.1 0.8 -0.8
0.0 -0.3 0.1
-0.2 -0.5 -0.4
-1.0 -0.1 -0.1
-0.3 0.0 0.2
-0.3 -0.2 -0.4
-1.4 -0.7 -0.5
-0.3 -0.1 0.0
0.1 0.0 -0.7
-1.1 0.3 -0.1
0.3 0.1 0.5
0.0 0.1 -0.1
0.6 0.6 -0.2
-0.1 0.1 0.1
0.1 0.1 -0.3
-0.1 0.0 -0.6
0.3 -0.2 -0.3
0.0 -0.1 0.0
-0.1 0.2 -0.2
-0.2 -0.1 0.0
0.1 0.2 0.3
0.3 -0.1 0.2
-0.2 0.2 0.0
0.5 0.1 0.0
0.5 0.5 -0.5
-0.1 0.1 -0.1
0.0 0.2 0.1
0.1 0.2 0.1
-0.1 -0.2 0.0
1.8 0.5 0.7
0.0 0.0 -0.1
0.4 0.6 -0.3
-0.1 0.2 0.1
0.2 1.6 1.0
-0.7 -0.1 0.5
0.2 0.0 0.0
0.1 0.0 0.2
0.0 -0.1 0.1
-0.1 -0.1 0.0
-0.7 -0.2 -0.2
0.0 -0.4 0.0
-0.1 -0.1 0.3
-0.3 0.2 -0.2
0.1 -0.1 0.0
0.0 -0.3 0.3
-0.4 -0.1 -0.1
-0.4 0.7 -1.6
-0.1 -0.2 -0.1
0.3 0.6 0.1
0.3 0.0 -0.1
0.0 -0.1 0.0
0.1 -0.1 0.2
0.0 -0.3 0.1
0.5 0.7 0.6
-0.1 -0.1 0.0
0.0 -0.6 0.7
0.5 0.1 0.3
0.7 -0.7 0.6
-0.1 0.1 -0.4
0.3 0.3 0.1
-0.1 0.0 0.3
0.7 -0.9 -0.4
0.2 0.0 -0.2
-0.2 0.0 -0.1
0.0 -0.3 -0.1
-0.1 0.0 0.0
-0.3 -0.8 -0.8
-0.1 -1.2 -0.7
-0.2 -0.3 0.0
0.8 0.4 0.2
-1.0 0.3 -0.1
-0.2 -0.1 -0.3
0.1 0.1 -0.2
-0.3 -1.1 -0.8
1.1 1.1 1.0
0.1 0.0 0.3
-0.1 0.0 0.0
-0.4 -0.1 0.7
0.3 -0.2 0.7
0.1 0.0 0.2
-0.2 -0.2 -0.1
-0.2 0.6 0.1
-0.4 0.0 -0.1
0.5 -0.8 -0.1
-0.2 -0.1 -0.1
-0.3 -0.2 0.0
-0.1 -0.1 0.0
0.2 0.3 0.7
0.0 -0.2 0.0

***

no.,E (eV),molar mass (Da)
1,-51609.2661,542.69
2,-108176.2931,605.17